No. 1
Entry from the OMol25 dataset: a molecular structure, C36H54Br2ClF5O10Si2 (the ωB97M-V functional and the def2-TZVPD basis).

Atoms and positions in Å:
Br  4.145  -4.482  -3.940
Br  6.225  -3.350  0.280
Cl  1.514  -3.080  -6.635
Si  1.060  -2.080  -2.133
Si  3.948  -1.740  -1.521
F  5.098  5.528  -1.477
F  5.500  5.144  -3.873
F  5.069  -1.303  -4.060
F  7.330  5.780  -2.437
F  3.322  0.235  -3.553
O  2.544  -2.700  -1.587
O  -0.396  0.071  -0.911
O  -9.349  1.781  3.160
O  -9.119  2.828  1.128
O  -2.667  0.721  -0.496
O  -3.925  0.787  4.396
O  -5.702  2.243  4.370
O  -11.104  1.923  1.848
O  -4.215  3.365  -0.096
O  -4.893  1.296  6.301
C  -0.947  -1.816  3.118
C  0.757  -2.778  -3.946
C  1.315  -3.476  2.979
C  4.119  -5.440  -1.014
C  6.997  0.224  -1.811
C  -5.893  2.004  7.032
C  2.423  0.112  3.693
C  2.231  1.343  2.594
C  -1.652  0.476  -1.564
C  3.490  0.676  0.235
C  -1.176  -1.913  1.498
C  4.398  -0.553  -2.932
C  6.051  5.002  -2.482
C  4.980  -4.521  -2.101
C  -11.706  2.345  0.625
C  -7.971  2.043  3.417
C  2.062  0.662  1.083
C  1.565  -1.962  -5.108
C  -4.920  1.516  4.962
C  0.288  -2.578  3.887
C  -3.970  0.989  -1.132
C  4.244  -0.774  0.166
C  5.218  2.201  -2.702
C  0.658  -0.227  -1.938
C  1.077  -3.572  1.360
C  -9.789  2.237  1.960
C  7.815  2.994  -1.628
C  -0.153  -2.815  0.529
C  6.327  3.376  -2.275
C  -0.337  -3.001  -1.089
C  -3.832  0.922  2.979
C  -4.261  2.590  -1.365
C  5.543  0.577  -2.468
C  0.853  -0.562  -5.577
C  8.121  1.398  -1.413
C  5.426  -3.052  -1.527
H  -5.314  2.701  -1.878
H  1.788  -4.241  0.714
H  -3.004  0.296  2.634
H  8.606  3.836  -1.341
H  -3.454  2.982  -2.117
H  -4.079  0.432  -2.156
H  -2.075  -1.402  0.902
H  2.233  -4.106  3.412
H  1.348  1.409  0.493
H  -0.471  -4.119  -1.444
H  -4.751  0.573  2.497
H  3.934  -1.468  1.081
H  -0.412  -2.774  -4.147
H  1.543  -0.386  1.099
H  -3.618  1.959  2.703
H  -11.665  3.435  0.531
H  4.680  -6.445  -0.720
H  -11.223  1.862  -0.230
H  -5.778  1.754  8.090
H  1.554  0.250  4.476
H  -5.078  3.178  0.399
H  5.998  -5.127  -2.251
H  3.495  0.156  4.193
H  -7.727  1.635  4.402
H  -1.337  -2.425  -1.396
H  -6.894  1.698  6.712
H  3.387  1.223  -0.821
H  -4.817  0.601  -0.397
H  -12.756  2.041  0.643
H  -7.780  3.121  3.435
H  2.370  -0.890  3.085
H  1.549  0.498  -1.738
H  3.151  -5.797  -1.614
H  7.324  -0.875  -1.586
H  -1.717  -1.197  3.746
H  -2.050  -0.390  -2.245
H  0.854  -0.449  -6.746
H  0.457  -2.535  5.059
H  4.224  2.601  -3.178
H  3.196  2.008  2.695
H  6.302  -2.678  -2.247
H  1.320  2.061  2.867
H  -5.761  3.085  6.918
H  1.159  -3.890  -3.906
H  5.402  -0.543  0.343
H  2.701  -1.883  -4.838
H  -0.284  -0.616  -5.229
H  -7.338  1.549  2.674
H  -1.506  1.505  -2.107
H  9.168  1.065  -0.958
H  0.168  0.136  -2.965
H  4.207  1.393  0.865
H  1.313  0.412  -5.124
H  3.720  -4.834  -0.097

Computed properties:
Electronic energy (eV): -240611.447
E_HOMO (hartree): -0.301
Gap between HOMO and LUMO (eV): 7.222
Maximum force (hartree/bohr): 0.098

No. 2
Entry from the OMol25 dataset: a molecular structure, C36H54N5O2P2Pt (the ωB97M-V functional and the def2-TZVPD basis).

Atoms and positions in Å:
Pt  0.051  0.034  0.511
P  -2.393  0.690  0.527
P  2.124  -0.617  -0.351
O  0.311  2.409  2.308
O  -0.869  -2.617  1.856
N  -0.602  -1.232  -0.980
N  0.065  2.502  -1.177
N  2.204  0.192  3.808
N  0.519  -1.085  2.890
N  -0.311  -2.973  4.037
C  1.042  1.611  -4.511
C  -2.858  -0.938  -0.116
C  1.233  -0.741  3.957
C  1.650  -1.787  -1.682
C  -2.911  1.465  -2.220
C  -1.502  -2.973  -2.996
C  0.269  -2.541  5.200
C  -0.237  -2.217  2.880
C  -2.306  -2.550  -1.921
C  0.984  4.183  -5.626
C  1.197  3.079  -6.479
C  3.526  -2.230  1.581
C  0.702  2.738  -3.683
C  1.251  1.806  -5.904
C  2.968  -2.280  0.174
C  -3.367  0.873  2.175
C  -4.848  0.443  2.122
C  4.037  -2.507  -0.913
C  -3.301  2.323  2.712
C  0.245  -1.755  -1.953
C  3.147  2.214  0.042
C  1.853  -3.353  0.118
C  -3.277  1.864  -0.801
C  3.903  0.940  -1.963
C  -2.697  -0.029  3.224
C  -1.895  -1.553  -1.042
C  0.262  1.373  1.737
C  -1.122  -4.182  4.066
C  -2.810  3.277  -0.495
C  -0.236  -2.414  -3.138
C  0.822  4.031  -4.231
C  3.553  0.842  -0.481
C  1.050  -1.392  5.187
C  -4.796  1.748  -0.727
C  4.779  0.445  0.364
C  0.091  2.719  -2.339
H  -5.198  2.262  -1.608
H  -3.948  3.020  2.152
H  5.064  -2.544  -0.554
H  -2.269  2.714  2.720
H  -2.852  -1.087  2.984
H  0.474  -2.671  -3.966
H  2.926  2.227  1.115
H  -4.984  -0.503  1.586
H  1.533  -1.018  6.072
H  3.029  1.256  -2.543
H  -3.137  0.158  4.218
H  4.666  1.716  -2.112
H  -1.883  1.689  -2.454
H  2.156  -4.307  0.574
H  1.563  -3.612  -0.911
H  2.101  0.941  3.135
H  -1.622  0.167  3.294
H  -2.990  -1.628  0.719
H  4.288  0.001  -2.376
H  -1.498  -4.352  3.054
H  5.269  -0.486  0.039
H  -1.883  -3.722  -3.711
H  -3.304  -2.964  -1.740
H  -3.092  0.422  -2.450
H  4.541  0.372  1.442
H  2.288  2.614  -0.497
H  3.408  -3.233  2.037
H  -1.723  3.348  -0.530
H  1.162  0.566  -4.163
H  0.954  -2.971  0.623
H  -5.249  2.241  0.136
H  0.089  -3.146  6.075
H  3.811  -3.454  -1.406
H  -5.209  0.290  3.154
H  3.001  -1.517  2.240
H  0.908  5.203  -6.002
H  5.546  1.241  0.276
H  3.997  2.908  -0.077
H  0.656  4.926  -3.624
H  4.064  -1.773  -1.723
H  2.321  -1.663  -2.578
H  1.313  3.233  -7.565
H  -5.510  1.199  1.685
H  1.457  0.948  -6.563
H  -3.834  -0.883  -0.597
H  -3.538  2.052  -2.889
H  -1.960  -4.065  4.753
H  -3.161  3.654  0.465
H  -5.167  0.717  -0.790
H  2.717  0.453  4.644
H  -3.225  3.929  -1.263
H  -3.663  2.339  3.762
H  4.608  -2.012  1.606
H  -0.520  -5.032  4.383

Computed properties:
⟨S²⟩: 2.043
Electronic energy (eV): -71569.642
E_HOMO (spin up / spin down) (hartree): -0.261 / -0.373
Total charge: +1
Multiplicity: 3
ΔE to the lowest compared entry with this formula, charge and spin (kcal per mole): 11.7
Gap between HOMO and LUMO (spin up / spin down) (eV): 5.030 / 6.394
Maximum force (hartree/bohr): 0.122

No. 3
Entry from the OMol25 dataset: 8 unconnected molecules or ions with the total composition C36H54N8O13 (the ωB97M-V functional and the def2-TZVPD basis).

Atoms and positions in Å:
O  1.548  -8.440  1.012
O  -5.250  5.340  0.157
O  -0.202  -1.507  -0.260
O  -6.704  3.658  0.629
O  0.275  4.473  -2.507
O  0.559  -0.541  -1.985
O  5.939  -0.245  -0.493
O  1.733  5.808  -1.780
O  -4.994  -4.185  -2.564
O  -4.659  -3.028  0.838
O  0.212  1.484  3.649
O  -0.723  -9.097  0.811
O  0.281  0.593  -0.243
N  4.877  -1.820  0.570
N  -3.329  -3.035  -3.595
N  0.883  2.180  2.812
N  0.312  -0.475  -0.821
N  -5.624  4.121  0.186
N  0.357  -8.345  0.563
N  1.438  4.745  -2.245
N  -3.721  -1.572  2.301
C  0.582  -4.691  -0.739
C  2.243  4.213  1.241
C  4.495  -2.581  1.816
C  -4.904  1.660  -0.595
C  0.141  3.373  2.405
C  2.341  2.102  2.812
C  4.619  1.883  -3.551
C  -2.547  1.273  -1.594
C  -0.880  -4.521  -1.339
C  -3.931  0.686  -0.997
C  -3.020  -3.987  -4.656
C  -2.397  2.581  -1.794
C  -2.393  -1.450  1.739
C  0.993  -5.955  -0.073
C  0.840  3.894  1.139
C  -1.421  -6.869  -0.770
C  -0.040  4.442  3.562
C  -4.773  -2.252  1.763
C  -4.276  -3.206  -2.548
C  2.824  2.882  1.532
C  2.242  2.346  -2.534
C  3.411  1.370  -2.838
C  -4.007  -0.737  3.458
C  5.781  -0.898  0.521
C  4.812  3.307  -3.611
C  0.014  -7.090  -0.046
C  -3.301  3.669  -1.255
C  3.751  4.441  -3.222
C  -4.607  3.178  -0.428
C  -1.776  -5.662  -1.467
C  2.899  2.806  4.095
C  2.761  0.701  2.880
C  2.421  3.831  -2.618
C  -1.251  2.789  1.923
C  4.053  -2.181  -0.655
C  -2.307  -2.004  -3.453
H  0.799  4.988  3.657
H  3.958  5.572  -3.216
H  -0.247  3.641  4.317
H  3.316  0.381  -2.615
H  -1.687  -1.826  -2.445
H  3.902  3.177  1.666
H  -3.007  -3.199  -5.576
H  2.563  4.878  1.958
H  2.348  3.801  4.284
H  5.456  1.192  -3.846
H  3.807  -3.053  -0.772
H  -1.932  3.571  1.562
H  5.792  3.627  -3.881
H  5.105  -2.320  2.847
H  -1.205  2.112  1.120
H  -2.300  -1.330  0.590
H  0.738  3.131  0.206
H  -1.849  2.505  2.706
H  2.893  2.111  0.789
H  2.359  2.534  5.057
H  0.376  4.688  0.652
H  3.941  0.706  2.464
H  1.880  -6.066  0.416
H  -1.900  0.453  -1.739
H  3.949  2.789  4.194
H  2.457  0.232  2.190
H  -5.748  1.389  -0.067
H  -4.369  -2.464  -1.696
H  4.555  -2.003  -1.500
H  -1.139  -3.692  -1.820
H  -4.083  -0.534  -1.064
H  -1.457  -2.107  -4.179
H  3.536  -2.156  2.010
H  4.354  -3.596  1.595
H  1.344  1.993  -2.138
H  -5.706  -2.209  2.208
H  2.624  4.707  0.318
H  -2.184  -4.661  -4.456
H  -2.655  -5.557  -1.820
H  -3.223  -0.662  4.248
H  -1.038  5.105  3.350
H  6.110  -0.707  1.562
H  -4.051  0.328  2.947
H  -1.424  3.059  -2.259
H  2.469  0.275  3.705
H  -1.842  -0.676  2.063
H  -3.856  -4.738  -4.722
H  -1.661  -2.430  1.747
H  -2.796  -1.147  -3.741
H  1.263  -3.958  -0.866
H  -2.112  -7.611  -0.838
H  3.036  -1.387  -0.766
H  -3.050  4.562  -1.444
H  -5.015  -0.873  3.903

Computed properties:
Electronic energy (eV): -76710.241
E_HOMO (hartree): -0.316
ΔE to the lowest compared entry with this formula, charge and spin (kcal per mole): 92.1
Gap between HOMO and LUMO (eV): 4.006
Maximum force (hartree/bohr): 0.248

No. 4
Entry from the OMol25 dataset: 10 unconnected molecules or ions with the total composition C36H54NO30 (the ωB97M-V functional and the def2-TZVPD basis).

Atoms and positions in Å:
O  -66.232  -27.715  -6.065
O  -60.323  -22.040  1.817
O  -60.606  -21.787  -0.441
O  -64.181  -21.698  0.489
O  -62.100  -23.190  -4.892
O  -62.399  -28.654  -8.772
O  -66.912  -21.498  -7.923
O  -60.609  -19.227  -4.116
O  -67.083  -29.172  -4.455
O  -63.004  -19.774  0.195
O  -57.219  -23.493  -8.006
O  -59.670  -29.278  -5.659
O  -64.500  -28.817  -9.648
O  -64.365  -27.010  1.922
O  -60.599  -19.610  -6.387
O  -65.163  -25.885  0.183
O  -67.329  -26.907  -4.401
O  -65.644  -27.960  0.311
O  -65.368  -22.737  -8.765
O  -64.272  -20.635  -1.446
O  -59.007  -27.396  -4.644
O  -57.243  -24.312  -9.984
O  -60.266  -28.856  -3.471
O  -62.000  -24.976  -3.803
O  -57.730  -25.525  -8.253
O  -62.486  -19.500  -5.160
O  -67.448  -22.497  -9.778
O  -63.694  -26.928  -8.918
O  -63.624  -24.627  -5.052
O  -61.117  -23.791  0.548
N  -62.539  -24.374  -4.667
C  -65.178  -22.505  -0.172
C  -62.417  -26.382  -8.374
C  -64.788  -22.346  -7.554
C  -57.970  -25.400  -6.920
C  -61.866  -17.632  -2.645
C  -64.590  -26.246  -2.246
C  -66.305  -27.699  -0.931
C  -65.300  -21.624  -1.511
C  -63.412  -21.657  -7.961
C  -63.740  -20.710  -0.216
C  -66.910  -28.015  -5.024
C  -65.751  -26.243  -1.190
C  -65.872  -21.308  -7.016
C  -61.563  -27.625  -8.285
C  -66.631  -22.309  -8.919
C  -59.704  -28.578  -4.699
C  -62.818  -19.704  -3.762
C  -60.978  -22.643  -1.554
C  -61.173  -19.380  -5.308
C  -60.248  -27.641  -9.217
C  -61.482  -23.911  -0.804
C  -57.664  -23.844  -6.718
C  -61.554  -19.162  -3.055
C  -65.305  -22.321  -2.812
C  -60.645  -22.454  0.706
C  -63.551  -28.181  -9.124
C  -67.029  -25.795  -5.215
C  -59.067  -23.029  -6.502
C  -66.184  -26.347  -6.431
C  -59.746  -22.907  -2.440
C  -60.059  -27.818  -2.643
C  -59.497  -28.446  -1.335
C  -59.072  -26.869  -3.309
C  -64.974  -26.971  0.906
C  -66.870  -26.146  -7.774
C  -57.364  -24.468  -8.869
H  -64.780  -23.399  -0.489
H  -66.516  -25.440  -1.499
H  -63.581  -26.735  -1.957
H  -59.513  -22.131  -2.970
H  -66.168  -21.634  -6.028
H  -59.910  -23.725  -3.094
H  -59.584  -25.914  -3.337
H  -59.751  -22.939  -7.414
H  -63.481  -21.024  -8.754
H  -62.568  -17.517  -1.761
H  -63.192  -21.403  -6.950
H  -66.657  -25.063  -4.582
H  -64.704  -23.133  -6.830
H  -62.557  -24.015  -0.818
H  -59.322  -27.646  -0.630
H  -58.868  -23.166  -1.777
H  -62.845  -20.896  -3.691
H  -67.243  -25.141  -7.967
H  -58.679  -21.870  -6.404
H  -57.917  -26.893  -3.117
H  -60.279  -29.143  -0.969
H  -56.959  -23.806  -6.108
H  -61.006  -24.898  -1.312
H  -60.987  -27.222  -2.437
H  -62.088  -25.595  -9.103
H  -67.520  -26.896  -7.936
H  -57.264  -25.815  -6.138
H  -65.351  -21.528  -3.383
H  -60.509  -27.164  -9.903
H  -65.269  -25.952  -6.478
H  -65.966  -21.014  -1.501
H  -65.962  -23.030  -2.952
H  -66.079  -22.679  0.402
H  -68.136  -25.409  -5.690
H  -61.853  -22.367  -2.155
H  -63.796  -19.393  -3.651
H  -64.979  -26.449  -3.089
H  -59.114  -25.646  -6.570
H  -65.886  -28.286  -1.753
H  -62.238  -17.034  -3.445
H  -67.357  -27.799  -0.757
H  -65.503  -20.155  -7.039
H  -60.033  -28.580  -9.786
H  -61.600  -19.632  -2.003
H  -62.621  -25.915  -7.389
H  -60.918  -17.059  -2.420
H  -58.747  -28.978  -1.555
H  -64.180  -25.282  -2.475
H  -60.997  -27.918  -7.276
H  -64.313  -22.912  -3.202
H  -62.702  -22.427  -8.315
H  -66.228  -26.202  -8.545
H  -59.319  -27.222  -8.623
H  -59.693  -23.073  -5.790

Computed properties:
Electronic energy (eV): -101110.205
E_HOMO (hartree): -0.270
Total charge: -1
ΔE to the lowest compared entry with this formula, charge and spin (kcal per mole): 41.0
Gap between HOMO and LUMO (eV): 8.917
Maximum force (hartree/bohr): 0.273